Entry 1:
Formula: C3H6O3
Source: the Open Molecules 2025 dataset
Level of theory: the ωB97M-V functional and the def2-TZVPD basis

Summary:
Maximum force = 3.8 eV/A
Energy above the lowest of the compared OMol25 structures with the same formula, charge and spin = 2.575 eV
SMILES = C1CO1.O=CO
LUMO level = 1.0 eV
HOMO level = -10.5376 eV

Atoms and positions in Å:
O1 -1.787 1.023 -1.140
O2 1.158 0.216 0.772
O3 0.309 0.692 -2.033
C1 0.116 -0.085 1.624
C2 -1.017 0.840 -2.043
C3 0.813 -1.153 0.931
H1 1.484 -1.637 1.696
H2 -1.463 0.881 -3.083
H3 0.402 0.260 2.622
H4 -0.940 0.062 1.408
H5 0.634 0.735 -1.000
H6 0.292 -1.833 0.245


Entry 2:
Formula: C7H9IO
Source: the Open Molecules 2025 dataset
Level of theory: the ωB97M-V functional and the def2-TZVPD basis

Summary:
Maximum force = 1.6 eV/A
Energy above the lowest of the compared OMol25 structures with the same formula, charge and spin = 2.158 eV
SMILES = C/C(I)=C/C=C\C=C\O
LUMO level = 0.6 eV
HOMO level = -8.2722 eV

Atoms and positions in Å:
I1 3.008 0.150 0.233
O1 -1.162 -0.136 2.388
C1 1.034 -2.135 -0.283
C2 1.157 -0.664 -0.481
C3 -0.137 2.235 -0.313
C4 -0.405 0.510 1.462
C5 0.424 1.545 -1.306
C6 -0.830 1.575 0.781
C7 0.376 0.081 -1.243
H1 1.128 -2.394 0.771
H2 -2.047 0.251 2.409
H3 -0.483 -0.395 -1.708
H4 1.818 -2.666 -0.825
H5 0.863 2.020 -2.171
H6 -0.191 3.315 -0.347
H7 0.598 0.145 1.497
H8 -1.836 1.942 0.975
H9 0.063 -2.475 -0.637


Entry 3:
Formula: C25H46AlCl2N3O6Si
Source: the Open Molecules 2025 dataset
Level of theory: the ωB97M-V functional and the def2-TZVPD basis

Summary:
Maximum force = 3.1 eV/A
Energy above the lowest of the compared OMol25 structures with the same formula, charge and spin = 0.157 eV
LUMO level = -0.1 eV
HOMO level = -6.0021 eV

Atoms and positions in Å:
Cl1 -0.257 -1.582 0.664
Cl2 0.246 1.375 -1.081
Si1 -0.782 2.254 -2.794
Al1 0.270 0.128 1.633
O1 -0.829 0.646 -3.411
O2 0.329 -0.800 3.345
O3 -2.440 1.166 -0.175
O4 -1.420 0.901 1.830
O5 0.886 1.737 2.324
O6 2.015 0.322 0.739
N1 -0.007 -3.087 3.156
N2 0.811 3.440 3.786
N3 3.164 -0.646 -1.030
C1 -1.745 -3.658 -1.094
C2 3.665 -1.919 -1.515
C3 0.480 -3.375 -2.044
C4 -1.006 -4.100 2.897
C5 0.079 4.600 4.256
C6 -1.271 -1.726 -2.510
C7 -0.807 -1.721 -6.840
C8 -0.334 -1.865 3.587
C9 0.319 2.794 2.727
C10 -0.637 -1.299 -5.427
C11 -1.995 2.606 -4.237
C12 -2.148 -2.467 -1.708
C13 -3.723 1.166 1.808
C14 -1.735 3.507 -1.714
C15 2.117 3.111 4.342
C16 2.734 -0.594 0.233
C17 -0.430 -4.118 -1.284
C18 -2.438 1.080 1.056
C19 1.365 -3.467 2.777
C20 0.683 3.337 -3.480
C21 -1.739 -0.752 -4.849
C22 -1.767 -0.531 -3.341
C23 0.055 -2.154 -2.592
C24 3.295 0.474 -1.954
C25 -2.846 -0.084 -5.580
H1 -0.115 -5.065 -0.856
H2 -1.847 -2.055 -6.899
H3 0.956 4.178 -2.808
H4 0.342 3.772 -4.440
H5 1.503 -3.748 -2.228
H6 -0.589 -0.977 -7.623
H7 2.942 -1.481 0.848
H8 -0.960 -4.425 1.854
H9 -3.843 -0.368 -5.191
H10 2.061 -2.642 2.966
H11 -2.815 -0.473 -6.594
H12 3.809 -2.567 -0.653
H13 -4.111 2.188 1.792
H14 -1.334 -1.792 4.027
H15 -2.001 -3.699 3.088
H16 3.293 1.416 -1.404
H17 -2.779 1.021 -5.686
H18 4.239 0.368 -2.490
H19 -2.469 -4.236 -0.492
H20 -2.695 -0.186 -2.793
H21 2.962 -2.390 -2.203
H22 -0.902 4.542 3.771
H23 -0.017 4.532 5.343
H24 2.920 3.639 3.812
H25 1.363 -3.752 1.718
H26 2.078 3.443 5.372
H27 -0.824 -4.969 3.534
H28 -1.419 2.183 -5.080
H29 0.314 -1.347 -4.962
H30 -2.358 2.967 -1.003
H31 -1.118 4.199 -1.147
H32 -3.554 0.799 2.823
H33 1.627 -4.355 3.349
H34 2.309 2.040 4.288
H35 0.750 -1.505 -3.142
H36 -3.168 -2.107 -1.610
H37 -0.599 3.250 2.279
H38 1.562 2.696 -3.663
H39 -2.824 1.945 -3.937
H40 -2.346 3.622 -4.468
H41 -4.390 0.545 1.225
H42 -2.381 4.107 -2.345
H43 4.612 -1.776 -2.039
H44 2.494 0.456 -2.696
H45 0.585 5.531 3.967
H46 -0.230 -2.568 -7.180